(1)
{
  "formula": "C15H25AsCl3N2ReS4SbSi",
  "method": "the ωB97M-V functional and the def2-TZVPD basis",
  "homo_lumo_gap_ev": 6.92,
  "homo_energy_ev": -18.32,
  "total_charge": 3,
  "total_energy_ha": -6512.3375,
  "symbols": ["Re", "S", "As", "S", "S", "S", "N", "C", "C", "C", "C", "N", "C", "C", "H", "H", "H", "H", "C", "C", "C", "Sb", "C", "C", "C", "C", "C", "C", "H", "H", "H", "H", "H", "H", "H", "H", "H", "H", "H", "H", "H", "H", "H", "H", "H", "H", "H", "H", "H", "Cl", "Si", "Cl", "Cl"],
  "coordinates": [[1.97350, -1.68230, 0.29435], [2.60034, -2.82915, 2.13945], [4.47207, -1.65235, 2.28206], [0.58771, -0.16588, 1.12964], [4.05036, -0.79632, 0.27658], [5.90360, -1.50819, 3.61116], [-2.07906, -8.00194, -0.48415], [-1.45686, -7.04405, -0.37095], [-0.68480, -5.84378, -0.23889], [0.70686, -5.88458, -0.26809], [1.40641, -4.70596, -0.14259], [0.79942, -3.51009, 0.01104], [-0.54748, -3.47442, 0.03732], [-1.31433, -4.61214, -0.08036], [1.23770, -6.81900, -0.38678], [2.48810, -4.71213, -0.16969], [-1.01128, -2.50944, 0.17234], [-2.39249, -4.54148, -0.04284], [-2.47315, 3.63945, 1.44153], [-1.64793, 2.39367, 1.76665], [-0.70893, 2.60148, 2.94967], [-0.50233, 1.81026, 0.02529], [1.10814, 3.14599, -0.49950], [2.32547, 2.94693, 0.39133], [0.55181, 4.56962, -0.45807], [-1.65629, 1.18473, -1.69055], [-2.06518, -0.27992, -1.61549], [-2.85625, 2.12335, -1.81281], [-3.09861, 3.85235, 2.31116], [-3.14019, 3.51270, 0.59196], [-1.84496, 4.51405, 1.27583], [-2.29730, 1.52995, 1.92598], [-0.02545, 3.43517, 2.78160], [-0.13328, 1.71226, 3.20721], [-1.31560, 2.85571, 3.82120], [1.32076, 2.85099, -1.52943], [2.10907, 3.18366, 1.43399], [3.10985, 3.62986, 0.05841], [2.72292, 1.93319, 0.33471], [0.35060, 4.89479, 0.56285], [-0.34916, 4.70235, -1.06014], [1.30908, 5.23994, -0.87002], [-0.95388, 1.35471, -2.51021], [-2.68559, -0.48415, -0.73964], [-1.20718, -0.94817, -1.61976], [-2.66727, -0.51603, -2.49576], [-3.58697, 1.95115, -1.02194], [-3.35003, 1.91518, -2.76428], [-2.58197, 3.17954, -1.82448], [4.28932, -2.22124, -2.81661], [2.42977, -2.20762, -2.11495], [1.22617, -3.41161, -3.15415], [1.55477, -0.30116, -2.05118]],
  "forces_ev_per_a": [[-0.3, -0.1, 0.0], [0.0, 0.0, 0.1], [-0.1, -0.1, -0.1], [0.0, 0.0, 0.0], [0.2, 0.1, -0.1], [0.1, 0.0, 0.1], [0.0, 0.0, 0.0], [0.0, 0.0, 0.0], [0.0, 0.0, 0.0], [0.0, 0.0, 0.0], [-0.1, 0.0, 0.0], [0.2, 0.0, -0.1], [0.0, 0.0, 0.0], [0.0, 0.0, 0.0], [0.0, 0.0, 0.0], [0.0, 0.0, 0.0], [0.0, 0.0, 0.0], [0.0, 0.0, 0.0], [0.0, 0.0, 0.0], [0.1, 0.0, 0.0], [0.0, 0.0, 0.0], [0.0, 0.0, 0.0], [0.0, 0.0, 0.0], [0.0, 0.0, 0.0], [0.0, 0.0, 0.0], [0.0, -0.1, 0.0], [-0.1, 0.1, 0.0], [0.0, 0.0, 0.0], [0.0, 0.0, 0.0], [0.0, 0.0, 0.0], [0.0, 0.0, 0.0], [0.0, 0.0, 0.0], [0.0, 0.0, 0.0], [0.0, 0.0, 0.0], [0.0, 0.0, 0.0], [0.0, 0.0, 0.0], [0.0, 0.0, 0.0], [0.0, 0.0, 0.0], [0.0, 0.0, 0.0], [0.0, 0.0, 0.0], [0.0, 0.0, 0.0], [0.0, 0.0, 0.0], [0.0, 0.0, 0.0], [0.0, 0.0, 0.0], [0.1, -0.1, 0.0], [0.0, 0.0, 0.0], [0.0, 0.0, 0.0], [0.0, 0.0, 0.0], [0.0, 0.0, 0.0], [0.0, 0.0, 0.0], [0.0, 0.1, 0.0], [0.0, -0.1, 0.0], [0.0, 0.0, 0.0]],
  "mulliken_charge": [0.629, -0.078, 0.538, -0.266, -0.089, 0.013, -0.273, -0.363, 0.554, -0.572, -0.321, 0.346, -0.270, -0.687, 0.548, 0.492, 0.375, 0.542, -1.272, 0.254, -1.294, 0.541, 0.396, -1.129, -1.413, 0.435, -1.097, -1.528, 0.472, 0.331, 0.276, 0.449, 0.275, 0.345, 0.457, 0.496, 0.253, 0.482, 0.133, 0.343, 0.378, 0.487, 0.482, 0.323, 0.031, 0.498, 0.405, 0.479, 0.394, -0.103, 0.399, -0.114, 0.021]
}

---

(2)
{
  "formula": "C15H25AuN4O2",
  "method": "the ωB97M-V functional and the def2-TZVPD basis",
  "homo_lumo_gap_ev": 6.68,
  "homo_energy_ev": -15.25,
  "total_charge": 2,
  "total_energy_ha": -1091.2416,
  "symbols": ["Au", "C", "C", "C", "C", "C", "N", "H", "H", "H", "H", "H", "H", "H", "H", "H", "N", "C", "N", "O", "H", "H", "H", "H", "C", "C", "C", "C", "C", "C", "C", "H", "H", "H", "H", "H", "H", "H", "C", "C", "N", "O", "H", "H", "H", "H", "H"],
  "coordinates": [[-0.21787, -0.15664, 0.28733], [-3.47614, -4.32965, -0.94033], [-2.29295, -3.96704, -1.84764], [-1.22906, -5.07470, -1.83520], [-2.76733, -3.67553, -3.27995], [-1.66889, -2.73965, -1.32339], [-1.16364, -1.78572, -0.93245], [-3.93380, -5.24046, -1.32525], [-4.23362, -3.54606, -0.93792], [-3.15282, -4.52016, 0.08280], [-1.68032, -5.98430, -2.23058], [-0.87866, -5.28024, -0.82417], [-0.37636, -4.81684, -2.46230], [-3.23158, -4.57842, -3.67551], [-1.93420, -3.40878, -3.92938], [-3.50607, -2.87489, -3.30099], [-3.56630, 0.89346, 0.61816], [-2.73023, 1.87939, 0.24988], [-3.22856, 3.10960, 0.08302], [-1.49706, 1.68410, 0.08214], [-4.55612, 1.03597, 0.72424], [-3.22097, -0.04986, 0.63395], [-4.21124, 3.31152, 0.14760], [-2.60763, 3.83702, -0.22620], [0.27979, 0.67910, 2.27380], [1.47401, 1.35472, 2.01288], [1.45605, 2.71646, 1.59266], [2.63615, 3.37711, 1.38319], [3.84751, 2.70499, 1.59776], [3.89387, 1.36938, 1.99986], [2.71874, 0.68827, 2.19508], [-0.64436, 1.23666, 2.38222], [0.32440, -0.29358, 2.76202], [0.49921, 3.20294, 1.45390], [2.64775, 4.41303, 1.07507], [4.77587, 3.24424, 1.45491], [4.84705, 0.88696, 2.16345], [2.71672, -0.34700, 2.51196], [1.21530, 0.46284, -2.68984], [2.25074, -0.01491, -1.71586], [3.49633, -0.17495, -2.15180], [1.96855, -0.26146, -0.52625], [1.63313, 0.76808, -3.64594], [0.67349, 1.30115, -2.25018], [0.50544, -0.34848, -2.86030], [3.74687, 0.00613, -3.10863], [4.19325, -0.55466, -1.53022]],
  "forces_ev_per_a": [[-0.1, 0.1, -0.4], [0.0, 0.0, 0.0], [0.0, 0.1, 0.0], [0.0, 0.0, 0.0], [0.0, 0.0, 0.0], [0.0, 0.0, -0.1], [0.0, 0.0, 0.2], [0.0, 0.0, 0.0], [0.0, 0.0, 0.0], [0.0, 0.0, 0.0], [0.0, 0.0, 0.0], [0.0, 0.0, 0.0], [0.0, 0.0, 0.0], [0.0, 0.0, 0.0], [0.0, 0.0, 0.0], [0.0, 0.0, 0.0], [0.0, 0.0, 0.0], [-0.1, -0.1, 0.0], [0.0, 0.0, 0.0], [0.1, 0.0, 0.1], [0.0, 0.0, 0.0], [0.0, 0.0, 0.0], [0.0, 0.0, 0.0], [0.0, 0.0, 0.0], [0.1, 0.0, -0.1], [0.1, 0.0, 0.1], [0.0, -0.1, 0.0], [0.0, 0.0, 0.0], [0.0, 0.0, 0.0], [0.0, 0.0, 0.0], [-0.1, 0.0, 0.0], [0.0, 0.1, 0.0], [0.0, 0.0, 0.0], [0.0, 0.0, 0.0], [0.0, 0.0, 0.0], [0.0, 0.0, 0.0], [0.0, 0.0, 0.0], [0.0, 0.0, 0.0], [0.0, 0.0, 0.0], [0.0, 0.0, -0.1], [-0.1, 0.0, 0.0], [-0.1, -0.1, 0.2], [0.0, 0.0, 0.0], [0.0, 0.0, 0.0], [0.0, 0.0, 0.0], [0.0, 0.0, 0.0], [0.0, 0.0, 0.0]],
  "mulliken_charge": [1.065, -1.592, 2.082, -1.563, -1.566, -0.343, -0.555, 0.414, 0.385, 0.396, 0.405, 0.401, 0.388, 0.408, 0.393, 0.395, -0.338, 0.737, -0.420, -0.526, 0.207, 0.133, 0.179, 0.237, -1.630, 1.032, -0.082, -0.836, -0.216, -0.784, -0.115, 0.501, 0.540, 0.421, 0.437, 0.440, 0.463, 0.424, -1.045, 0.822, -0.378, -0.635, 0.415, 0.214, 0.240, 0.203, 0.246]
}

---

(3)
{
  "formula": "C15H25CoN5O4S3Sb",
  "method": "the ωB97M-V functional and the def2-TZVPD basis",
  "homo_lumo_gap_ev": [6.88, 6.88],
  "homo_energy_ev": [-7.63, -7.63],
  "total_energy_ha": -3978.7581,
  "symbols": ["Co", "C", "C", "N", "C", "S", "N", "N", "C", "C", "C", "C", "C", "C", "C", "N", "H", "H", "H", "H", "H", "H", "H", "H", "H", "H", "H", "H", "H", "C", "O", "C", "S", "S", "H", "H", "H", "C", "Sb", "C", "C", "H", "H", "H", "H", "H", "H", "H", "H", "H", "O", "N", "O", "O"],
  "coordinates": [[-0.49755, -0.09043, -0.76352], [2.94685, 3.49873, 2.16842], [1.48741, 3.82121, 1.87627], [0.58483, 2.75406, 2.24811], [0.25745, 1.71687, 1.44853], [0.65673, 1.75496, -0.22434], [-0.37289, 0.71519, 2.01302], [-0.69415, -0.26935, 1.13005], [-1.32834, -1.29558, 1.59278], [-1.73770, -1.46867, 3.01297], [-1.62550, -2.31705, 0.59851], [-2.38415, -3.44798, 0.87944], [-2.56467, -4.38962, -0.11381], [-1.96745, -4.18538, -1.34600], [-1.24308, -3.02604, -1.55956], [-1.07731, -2.09809, -0.61583], [3.58910, 4.33089, 1.88179], [3.25990, 2.61693, 1.60946], [3.10129, 3.30340, 3.23016], [1.34768, 4.01536, 0.81162], [1.17445, 4.72260, 2.40843], [0.44333, 2.56941, 3.22995], [-1.32492, -0.67774, 3.62835], [-1.40583, -2.43671, 3.38933], [-2.82653, -1.43370, 3.08536], [-2.82712, -3.57253, 1.85533], [-3.16262, -5.27150, 0.07232], [-2.06808, -4.90100, -2.14781], [-0.79413, -2.81875, -2.51492], [-2.53296, 3.81641, 1.05183], [-2.23430, 2.65867, 0.27358], [-3.17723, 1.73595, 0.13351], [-4.69181, 1.83022, 0.76867], [-2.68469, 0.36205, -0.82092], [-1.63465, 4.42705, 0.99865], [-2.74949, 3.52861, 2.08197], [-3.39270, 4.33959, 0.63357], [1.99540, -2.44508, -2.95250], [1.85573, -0.95120, -1.43597], [2.97676, 0.55356, -2.42899], [3.32711, -1.68361, -0.08042], [3.01944, -2.47658, -3.31840], [1.31943, -2.19195, -3.76575], [1.73077, -3.42313, -2.55722], [3.97953, 0.17905, -2.62567], [3.02841, 1.44868, -1.81676], [2.48247, 0.79674, -3.36758], [4.18503, -2.02857, -0.65197], [2.93218, -2.50679, 0.50934], [3.63540, -0.88831, 0.59344], [-0.44352, 0.59021, -4.69771], [-0.58575, 0.19290, -3.56402], [-0.93319, -0.95661, -3.27011], [-0.35434, 0.97264, -2.57497]],
  "forces_ev_per_a": [[0.7, 0.7, 0.2], [0.0, 0.0, 0.0], [0.0, 0.2, -0.1], [-0.1, -0.2, 0.1], [0.1, -0.1, 0.0], [-0.3, 0.3, 0.0], [0.0, 0.0, 0.0], [0.0, -0.4, 0.4], [0.1, 0.1, 0.0], [0.0, 0.1, 0.0], [0.2, -0.1, -0.1], [0.2, 0.1, 0.0], [0.0, 0.0, 0.0], [0.0, 0.0, 0.0], [0.0, -0.1, 0.1], [-0.6, 0.1, -0.3], [0.0, 0.0, 0.0], [0.0, 0.0, 0.0], [0.0, 0.0, 0.0], [0.0, 0.0, 0.1], [0.0, 0.0, 0.0], [0.0, 0.1, 0.0], [0.0, 0.0, 0.0], [0.0, 0.0, 0.0], [0.0, 0.0, 0.0], [0.0, 0.0, 0.0], [0.0, 0.0, 0.0], [0.0, 0.0, 0.0], [0.0, 0.0, 0.0], [0.0, 0.0, 0.0], [-0.1, 0.0, -0.1], [0.1, -0.3, 0.0], [0.0, 0.0, -0.1], [-0.4, 0.3, 0.1], [0.0, 0.0, 0.0], [0.0, 0.0, 0.0], [0.0, 0.0, 0.0], [0.0, 0.0, 0.1], [0.0, 0.1, 0.0], [0.0, -0.1, 0.0], [-0.1, 0.0, 0.0], [0.1, 0.0, 0.0], [0.0, 0.0, 0.0], [0.0, 0.0, 0.0], [0.0, 0.0, 0.0], [0.0, 0.0, 0.0], [0.0, 0.0, 0.0], [0.1, 0.0, 0.0], [0.0, 0.0, 0.0], [0.0, 0.1, 0.0], [0.0, 0.1, -0.2], [-0.1, 0.1, -0.1], [-0.1, -0.4, -0.4], [0.2, -0.5, 0.4]],
  "mulliken_charge": [-0.096, -1.099, -0.580, -0.073, 0.276, -0.330, -1.452, 1.683, 1.126, -1.883, 0.494, -0.899, -0.456, -1.258, -0.123, 0.459, 0.395, 0.186, 0.339, 0.364, 0.443, 0.259, 0.379, 0.415, 0.379, 0.453, 0.434, 0.434, 0.647, -0.980, -0.076, 0.262, -0.301, -0.286, 0.155, 0.388, 0.443, -1.345, 0.749, -1.292, -1.248, 0.506, 0.394, 0.382, 0.453, 0.348, 0.383, 0.389, 0.384, 0.327, -0.676, 0.730, -0.468, -0.534]
}